The following is a DFT calculation (wB97M-V/def2-TZVPD) of 16 unconnected molecules or ions with the total composition C40H122N10O16.

As for the energy relative to the best compared isomer or geometry (same formula, charge and spin): 1.664 eV. The highest occupied orbital energy comes out at -8.852 eV. For the molar mass, the calculation gives 999.47 g mol⁻¹. For the total energy, the calculation gives -91115.3481 eV. As for the maximum force: 2.22 eV/Å.

Structure (XYZ):
```
188
Properties=species:S:1:pos:R:3:forces:R:3
C 2.4933 2.0049 -5.8255 -0.06 0.59 0.28
C 3.3913 1.0634 -5.0683 0.33 0.00 0.50
C 2.6050 -0.1489 -4.6223 -0.51 0.36 -0.55
O 3.3615 -0.9029 -3.7287 0.59 -0.05 -0.11
C 2.6640 -2.0275 -3.2994 -0.27 -0.38 1.17
N 4.5222 0.6860 -5.9127 0.08 -0.08 -0.08
H 1.6480 2.3246 -5.2118 -0.17 -0.25 -0.12
H 2.1539 1.5246 -6.7409 -0.12 0.15 -0.09
H 3.0165 2.9419 -6.0486 0.11 -0.19 -0.31
H 3.7856 1.5417 -4.1566 -0.36 0.05 0.04
H 2.3239 -0.7413 -5.5099 0.15 -0.02 0.07
H 1.6554 0.1664 -4.1590 0.11 0.08 0.10
H 3.3595 -2.7022 -2.7961 0.10 -0.04 -0.30
H 2.1454 -2.5389 -4.1123 0.04 -0.07 -0.09
H 1.9310 -1.7569 -2.5180 -0.13 0.02 -0.35
H 5.2155 0.2058 -5.3475 -0.05 -0.07 -0.10
H 4.9580 1.5413 -6.2440 0.08 -0.14 -0.06
C 1.6942 6.7549 -6.6343 0.42 -0.07 0.37
C 1.0306 5.7336 -5.7191 -0.02 -0.12 0.15
C 1.9174 5.4579 -4.5139 0.19 0.07 0.07
O 1.2941 4.5089 -3.6435 0.88 -0.40 -0.72
C 2.2529 3.8178 -2.8272 -1.05 0.76 1.18
N -0.2918 6.2317 -5.3012 0.29 0.13 0.51
H 0.9311 7.3096 -7.1699 0.03 0.04 -0.17
H 2.3705 6.2557 -7.3275 -0.07 0.07 -0.14
H 2.3144 7.4449 -6.0505 -0.19 0.16 -0.09
H 0.9439 4.8088 -6.2979 -0.45 -0.05 0.26
H 2.1072 6.4139 -3.9887 -0.16 -0.22 0.08
H 2.9067 5.0882 -4.8216 -0.18 -0.10 -0.04
H 2.5561 4.5317 -2.0481 0.58 -0.23 -0.17
H 3.0999 3.3756 -3.3428 -0.05 0.16 -0.32
H 1.6912 3.0587 -2.2792 0.12 -0.19 -0.24
H -0.7030 5.6072 -4.6064 0.08 -0.18 -0.31
H -0.0870 7.0595 -4.7307 -0.26 0.05 -0.36
C -4.5989 1.3390 0.4792 -0.70 0.25 0.26
C -3.8205 2.4555 1.1240 1.67 0.54 -0.57
C -4.6041 3.7358 1.3255 -0.92 -0.31 0.07
O -3.8622 4.6944 2.0436 0.44 0.09 -0.22
C -4.3610 6.0094 1.8837 0.19 -0.10 0.24
N -3.1642 2.0334 2.3606 0.27 0.26 0.33
H -4.0787 0.4079 0.6887 -0.03 -0.19 -0.34
H -4.7103 1.5278 -0.5877 0.15 -0.25 -0.08
H -5.6134 1.2681 0.8855 0.10 -0.10 0.15
H -3.0206 2.7445 0.4045 -0.24 -0.08 0.02
H -5.5376 3.5187 1.8744 0.10 0.06 -0.06
H -4.8742 4.1417 0.3396 -0.03 -0.11 0.03
H -4.1314 6.4323 0.8933 -0.29 -0.24 -0.06
H -3.8269 6.6284 2.6019 -0.19 0.02 0.15
H -5.4376 6.0156 2.0725 0.01 0.26 -0.05
H -2.5703 1.2173 2.2085 -0.44 -0.14 -0.17
H -2.4793 2.7608 2.5576 -0.34 0.04 0.25
C 3.9374 1.5464 -0.4350 -0.07 -0.16 -1.04
C 4.0059 1.1254 1.0037 -0.13 1.55 0.95
C 3.7520 -0.3199 1.2431 -0.14 -0.54 -0.03
O 3.2957 -0.4673 2.5713 0.15 -0.14 0.43
C 3.2777 -1.8186 2.9696 -0.42 -0.24 -0.46
N 5.2639 1.5693 1.6386 0.19 -0.28 0.36
H 4.4870 2.4726 -0.6017 -0.02 0.05 0.07
H 2.9015 1.7160 -0.7431 0.04 0.04 0.19
H 4.3256 0.8020 -1.1407 0.20 -0.02 0.21
H 3.2110 1.6627 1.5459 -0.34 -0.25 -0.31
H 4.6553 -0.9298 1.1049 0.03 0.13 -0.17
H 2.9681 -0.6769 0.5600 0.18 -0.10 -0.09
H 4.2680 -2.2836 2.8962 0.05 0.11 0.16
H 2.6017 -2.4012 2.3165 0.13 0.10 0.15
H 2.8908 -1.8658 3.9832 0.24 -0.03 -0.29
H 5.2965 2.5856 1.6305 -0.02 -0.05 -0.29
H 5.1858 1.3605 2.6361 0.12 -0.20 -0.24
C 1.7591 -2.1777 5.9815 0.49 0.60 -0.71
C 1.4503 -2.2120 7.4595 -1.31 -1.50 0.20
C 1.6202 -0.8980 8.1633 0.74 0.75 -0.24
O 2.9318 -0.3539 7.9869 -0.56 0.12 0.16
C 3.8936 -0.9116 8.8379 0.21 -0.28 0.06
N 0.0254 -2.6303 7.6310 -0.10 0.20 -0.07
H 2.6430 -1.5811 5.7225 0.14 -0.25 0.76
H 0.9958 -1.6632 5.3849 -0.38 -0.30 0.40
H 1.9211 -3.1691 5.5558 -0.14 -0.06 0.13
H 2.0054 -3.0199 7.9578 0.74 0.50 -0.18
H 1.3926 -1.0050 9.2322 -0.01 0.07 -0.04
H 0.9683 -0.1399 7.7243 -0.25 -0.22 0.04
H 4.1481 -1.9348 8.5360 0.07 0.02 0.08
H 3.5533 -0.9305 9.8807 -0.02 0.02 -0.02
H 4.7834 -0.2894 8.7737 0.05 -0.03 -0.01
H -0.1112 -3.5589 7.2379 0.04 0.18 -0.17
H -0.2031 -2.7460 8.6158 0.13 0.16 -0.05
C -0.4584 3.2957 -8.6309 -0.04 0.11 0.17
C -1.6557 2.3117 -8.5524 1.25 0.97 -1.56
C -2.2251 2.2661 -7.1775 -0.48 -0.03 0.67
O -1.1924 2.0243 -6.2392 -0.10 -0.08 -0.44
C -1.4799 2.4536 -4.9495 0.59 0.39 0.85
N -2.7466 2.6347 -9.5044 0.24 0.09 0.54
H 0.1026 3.1315 -9.5536 -0.06 0.00 -0.01
H 0.2137 3.1066 -7.7887 0.00 0.00 -0.15
H -0.7315 4.3579 -8.6024 -0.24 -0.15 0.08
H -1.1507 1.3862 -8.8491 -0.77 -0.42 0.23
H -3.0037 1.4941 -7.1127 0.06 0.04 0.06
H -2.7027 3.2381 -6.9640 0.07 -0.07 -0.01
H -1.5358 3.5479 -4.8337 -0.40 -0.06 -0.45
H -0.6035 2.2134 -4.3428 -0.17 -0.37 0.07
H -2.3797 1.9978 -4.5179 0.02 -0.04 -0.06
H -2.4268 2.6191 -10.4655 0.18 -0.19 0.06
H -3.0082 3.6068 -9.3384 -0.08 -0.19 0.00
C 3.3550 -8.6483 4.0802 -0.34 -0.20 -0.34
C 2.7570 -7.4611 4.8179 0.05 -0.19 0.38
C 1.5564 -6.9223 4.0720 -0.29 0.20 0.06
O 1.0479 -5.7798 4.7601 -0.07 -0.43 0.10
C 0.3986 -4.8669 3.8958 0.78 -0.31 -0.40
N 2.3372 -7.8725 6.1769 0.34 0.37 -0.14
H 4.0936 -9.1768 4.6820 0.17 0.20 -0.03
H 3.7917 -8.3114 3.1363 0.20 -0.08 0.13
H 2.5949 -9.3932 3.8218 -0.08 0.13 0.15
H 3.5273 -6.6730 4.8509 -0.20 0.05 0.02
H 0.7741 -7.6956 4.0157 0.09 0.08 0.06
H 1.8254 -6.6583 3.0379 0.12 0.04 0.16
H -0.2806 -5.3565 3.1908 -0.14 -0.01 0.27
H 1.2033 -4.3962 3.3108 -0.36 0.40 -0.11
H -0.1324 -4.1395 4.5009 -0.01 0.10 -0.01
H 3.1779 -7.9776 6.7423 -0.15 -0.19 -0.07
H 1.8338 -7.1037 6.6153 -0.06 -0.07 -0.18
C -5.4677 -4.7003 4.4359 -1.20 -0.01 -0.59
C -4.0488 -4.8584 3.9984 1.03 0.42 1.10
C -3.8498 -4.7020 2.5227 -0.89 -0.22 -0.25
O -2.4868 -4.8837 2.2960 0.38 -0.20 -0.33
C -2.1689 -5.0300 0.9349 0.18 0.46 0.15
N -3.1998 -3.9055 4.7264 -0.05 0.43 0.23
H -5.6241 -4.8295 5.5022 0.25 -0.04 0.10
H -6.1118 -5.4171 3.9087 0.10 -0.02 0.16
H -5.8690 -3.7176 4.1562 0.20 0.03 0.11
H -3.6626 -5.8367 4.3051 -0.21 -0.14 -0.24
H -4.2004 -3.7064 2.2009 0.18 -0.01 -0.03
H -4.4531 -5.4482 1.9742 0.20 0.03 -0.02
H -2.7542 -5.8385 0.4898 0.13 -0.05 -0.15
H -1.0990 -5.2221 0.8914 0.01 -0.25 -0.16
H -2.3452 -4.0891 0.4046 -0.15 -0.02 -0.20
H -2.2554 -3.9181 4.3574 -0.08 -0.19 0.01
H -3.5003 -2.9446 4.5625 -0.10 -0.17 0.03
C -0.0217 0.8185 -1.5189 0.70 -0.71 -0.44
C -0.4430 1.1491 -0.0975 -0.19 0.22 -0.32
C 0.0304 0.1416 0.9175 0.49 -0.29 0.31
O -0.7866 -1.0203 0.9532 0.35 0.69 0.07
C -0.2532 -1.9333 1.8712 -1.21 -1.67 0.40
N 0.1987 2.4162 0.2269 -0.26 1.42 0.53
H -0.5426 1.4070 -2.2750 0.00 0.16 0.12
H -0.0961 -0.2295 -1.8267 -0.48 0.00 0.33
H 1.0568 1.0049 -1.5925 -0.13 0.25 -0.06
H -1.5350 1.2622 -0.0616 0.00 -0.35 0.15
H 0.0805 0.5744 1.9302 -0.24 0.13 -0.15
H 1.0796 -0.1283 0.6980 -0.28 -0.01 -0.13
H 0.1509 -1.5179 2.7994 0.45 0.42 -0.40
H 0.4137 -2.6610 1.3888 0.45 0.45 0.08
H -1.0791 -2.5588 2.2424 -0.06 0.15 -0.21
H 0.0261 2.7022 1.1971 -0.01 -0.73 -0.28
H -0.2611 3.1836 -0.2834 0.28 -0.42 -0.28
C -2.9441 -0.8550 -2.1752 1.01 0.20 -0.46
C -2.9519 -1.1588 -3.6933 -1.13 0.59 1.12
C -2.6859 -2.6134 -3.9489 -0.26 -0.16 -1.06
O -1.3248 -2.8762 -3.7218 0.14 -0.03 0.28
C -0.9664 -4.1999 -4.0277 -0.70 -0.20 -0.59
N -4.2509 -0.7750 -4.3046 0.74 -0.21 -0.19
H -3.8392 -1.1839 -1.6466 -0.11 0.02 -0.18
H -2.7857 0.2218 -2.0567 -0.38 -0.03 0.23
H -2.0716 -1.3151 -1.7009 -0.14 -0.10 0.03
H -2.1696 -0.5509 -4.1510 0.03 -0.17 -0.21
H -2.9160 -2.8349 -5.0036 -0.01 0.05 0.09
H -3.3780 -3.2355 -3.3569 0.30 -0.07 0.24
H -1.4745 -4.5514 -4.9449 0.12 0.24 0.08
H -1.2992 -4.8884 -3.2452 0.38 -0.05 0.20
H 0.0981 -4.2299 -4.2347 0.15 -0.12 0.38
H -4.3277 0.2347 -4.3013 -0.16 -0.04 0.05
H -5.0163 -1.1523 -3.7581 0.00 0.10 0.05
O 2.1312 4.4680 0.7693 -0.09 -0.28 0.04
H 1.6486 3.6491 0.5156 0.26 0.22 -0.06
H 1.7969 5.1425 0.1703 -0.08 -0.01 0.08
O 0.3923 0.7657 4.8054 0.11 0.08 0.07
H 0.0210 1.6261 5.0281 0.11 -0.24 0.14
H 1.3463 0.8655 4.9152 -0.02 -0.04 -0.10
O -0.6302 4.6128 -1.6185 0.10 -0.04 -0.34
H -0.5115 5.5086 -1.2819 -0.11 -0.13 0.16
H -0.0010 4.5125 -2.3585 -0.26 0.31 0.10
O -0.3137 3.2933 2.9759 0.14 0.39 0.57
H -0.7039 2.9460 3.7875 -0.12 0.10 -0.27
H 0.3434 3.9411 3.2716 -0.01 -0.08 -0.18
O -1.2846 5.6114 1.0971 0.14 0.17 -0.15
H -2.2424 5.5536 0.9909 0.22 -0.21 0.15
H -1.0597 4.8131 1.5929 -0.11 0.06 0.00
O -1.9548 -0.9503 4.6047 0.07 -0.03 -0.01
H -2.1275 -0.8961 5.5528 0.12 -0.09 -0.08
H -1.0125 -0.7412 4.5198 -0.24 0.11 0.15
```
Positions in Å, forces in eV/Å.